C4H7O3 | ωB97M-V with the def2-TZVPD basis set

Geometry as XYZ:
```
14
C4H7O3 | the OMol25 dataset | ωB97M-V with the def2-TZVPD basis set
C -0.04 2.92 -0.15
C 0.57 1.75 -0.17
O 0.95 0.97 0.82
H 0.03 3.56 -1.04
H -0.46 3.33 0.75
H 0.88 1.30 -1.10
H 0.91 -0.04 0.59
O -0.29 -0.75 -1.31
C -0.25 -1.35 -0.21
O 0.81 -1.38 0.59
C -1.55 -2.03 0.31
H -1.26 -2.89 0.94
H -2.15 -1.31 0.92
H -2.11 -2.38 -0.56
```

The multiplicity is 2. The maximum force is 6.8 eV/Å. As for the gap between HOMO and LUMO (alpha / beta): 0.3621 / 0.1909 Ha. The value obtained for the molar mass is 103.097 g mol⁻¹. As for the expectation value of S²: 0.7662. The net charge is 0.

For reference, the natural (NBO) charges in units of e are: C -0.192; C 0.234; O -0.481; H 0.222; H 0.212; H 0.218; H 0.496; O -0.699; C 0.772; O -0.731; C -0.725; H 0.225; H 0.224; H 0.226

C21H29Si | ωB97M-V with the def2-TZVPD basis set

Geometry as XYZ:
```
51
C21H29Si | the OMol25 dataset | ωB97M-V with the def2-TZVPD basis set
C -1.54 -3.65 3.45
C -0.99 -2.29 3.94
Si -1.61 -0.78 3.03
C -3.42 -0.81 2.58
C -1.01 0.83 3.76
H -0.25 -0.58 0.89
H -1.21 -4.42 4.16
H -2.63 -3.65 3.43
H -1.18 -3.91 2.45
H -1.31 -2.09 4.98
H 0.11 -2.28 3.93
H -4.00 -0.70 3.50
H -3.64 0.03 1.90
H -3.67 -1.75 2.08
H -1.42 0.93 4.77
H 0.09 0.85 3.80
H -1.35 1.68 3.14
C 5.12 -3.67 0.12
C 3.83 -2.92 -0.04
C 2.68 -3.45 0.56
C 1.46 -2.77 0.46
C 1.37 -1.51 -0.17
C 0.05 -0.75 -0.12
C 0.05 0.57 -0.86
C -1.06 1.06 -1.44
C -1.09 2.24 -2.29
C -2.29 2.92 -2.56
C -2.32 4.09 -3.31
C -1.12 4.62 -3.83
C -1.16 5.92 -4.59
C 0.08 3.94 -3.61
C 0.11 2.78 -2.84
C 2.52 -1.04 -0.84
C 3.74 -1.71 -0.75
H 5.97 -3.17 -0.36
H 5.35 -3.80 1.18
H 5.04 -4.67 -0.32
H 2.75 -4.39 1.11
H 0.56 -3.21 0.90
H -0.75 -1.34 -0.59
H 1.02 1.10 -0.96
H -2.02 0.58 -1.20
H -3.24 2.53 -2.16
H -3.25 4.63 -3.51
H -0.17 6.21 -4.94
H -1.82 5.81 -5.47
H -1.55 6.75 -3.99
H 1.01 4.33 -4.04
H 1.06 2.27 -2.66
H 2.48 -0.10 -1.40
H 4.63 -1.28 -1.23
```

The maximum force is 2.4 eV/Å. As for the gap between HOMO and LUMO: 0.1826 Ha. The value obtained for the molar mass is 309.549 g mol⁻¹. The net charge is +1.

For reference, the natural (NBO) charges in units of e are: C -0.608; C -0.956; Si 1.929; C -1.200; C -1.190; H 0.136; H 0.241; H 0.214; H 0.220; H 0.282; H 0.274; H 0.296; H 0.278; H 0.275; H 0.292; H 0.279; H 0.278; C -0.636; C -0.003; C -0.208; C -0.224; C 0.034; C -0.419; C -0.213; C -0.177; C -0.019; C -0.194; C -0.216; C 0.009; C -0.638; C -0.204; C -0.202; C -0.226; C -0.192; H 0.225; H 0.225; H 0.230; H 0.219; H 0.189; H 0.230; H 0.209; H 0.193; H 0.205; H 0.220; H 0.221; H 0.229; H 0.229; H 0.219; H 0.207; H 0.216; H 0.224

C21H35FeN9O2P | ωB97M-V with the def2-TZVPD basis set

Geometry as XYZ:
```
69
C21H35FeN9O2P | the OMol25 dataset | ωB97M-V with the def2-TZVPD basis set
Fe 0.49 0.21 -0.28
C 4.27 0.25 -2.23
C 3.10 0.13 -1.31
N 1.98 0.72 -1.48
C 1.63 1.49 -2.67
C 0.12 1.33 -2.86
N -0.56 1.45 -1.56
C -0.57 2.83 -1.06
C -0.83 2.78 0.42
N 0.16 1.88 1.06
C -0.40 1.44 2.37
C -1.29 0.21 2.13
N -0.37 -0.65 1.41
C 0.35 -1.50 2.04
C 0.04 -2.06 3.40
C 1.68 -1.74 1.42
C 2.60 -2.72 1.74
C 3.82 -2.72 1.08
C 4.08 -1.76 0.11
C 3.11 -0.82 -0.17
N 1.96 -0.80 0.52
H 4.33 1.24 -2.67
H 4.17 -0.48 -3.05
H 5.21 0.04 -1.72
H 2.15 1.14 -3.56
H 1.92 2.53 -2.52
H -0.08 0.33 -3.23
H -0.24 2.06 -3.59
H -1.51 1.10 -1.64
H -1.31 3.45 -1.57
H 0.41 3.28 -1.26
H -1.81 2.35 0.58
H -0.83 3.77 0.88
H 1.02 2.40 1.23
H -0.96 2.25 2.85
H 0.42 1.17 3.02
H -2.14 0.43 1.49
H -1.65 -0.19 3.08
H -1.02 -2.28 3.50
H 0.32 -1.35 4.18
H 0.59 -2.98 3.58
H 2.37 -3.50 2.45
H 4.55 -3.48 1.29
H 5.01 -1.78 -0.44
C -3.70 -3.85 -2.52
N -3.87 -3.81 -1.08
C -5.23 -3.38 -0.78
N -5.62 -2.11 -1.39
C -5.39 -2.22 -2.83
N -4.03 -2.60 -3.20
C -3.07 -1.56 -2.86
P -3.00 -1.16 -1.04
C -2.88 -2.92 -0.46
C -4.85 -1.00 -0.82
H -4.37 -4.63 -2.91
H -2.67 -4.13 -2.76
H -5.36 -3.31 0.31
H -5.91 -4.15 -1.15
H -5.63 -1.26 -3.30
H -6.07 -2.97 -3.22
H -3.31 -0.65 -3.42
H -2.07 -1.88 -3.17
H -2.99 -2.95 0.62
H -1.87 -3.28 -0.68
H -5.18 -0.06 -1.27
H -5.07 -0.93 0.25
O 0.83 -3.11 -0.85
N 0.83 -2.31 -1.76
O 0.09 -1.25 -1.54
```

The maximum force is 1.2 eV/Å. As for the gap between HOMO and LUMO: 0.2463 Ha. The value obtained for the molar mass is 532.391 g mol⁻¹. The net charge is +1.

For reference, the natural (NBO) charges in units of e are: Fe 0.879; C -0.693; C 0.329; N -0.395; C -0.257; C -0.233; N -0.620; C -0.232; C -0.231; N -0.614; C -0.214; C -0.256; N -0.412; C 0.333; C -0.691; C 0.179; C -0.184; C -0.133; C -0.193; C 0.151; N -0.393; H 0.243; H 0.261; H 0.240; H 0.225; H 0.211; H 0.252; H 0.202; H 0.420; H 0.215; H 0.198; H 0.206; H 0.212; H 0.394; H 0.208; H 0.207; H 0.226; H 0.212; H 0.246; H 0.245; H 0.241; H 0.237; H 0.240; H 0.238; C -0.072; N -0.459; C -0.072; N -0.459; C -0.072; N -0.460; C -0.513; P 0.650; C -0.514; C -0.526; H 0.202; H 0.201; H 0.194; H 0.204; H 0.195; H 0.203; H 0.211; H 0.231; H 0.209; H 0.239; H 0.217; H 0.215; O -0.412; N 0.349; O -0.659

C8H18N4O | ωB97M-V with the def2-TZVPD basis set

Geometry as XYZ:
```
31
C8H18N4O | the OMol25 dataset | ωB97M-V with the def2-TZVPD basis set
C 1.84 2.18 1.77
C 0.11 -0.81 0.35
C -0.61 -0.67 -0.98
C -2.02 -0.21 -0.91
C 1.31 -1.72 0.48
C 0.24 -0.17 -2.12
C -1.18 -2.12 -1.42
C -2.88 -0.32 0.28
N 0.42 0.64 0.57
N 1.36 0.94 1.29
N 1.46 2.74 2.89
N 2.83 2.70 1.06
O -2.53 0.37 -1.89
H -0.49 -0.90 1.25
H 1.02 -2.71 0.38
H 1.63 -1.61 1.47
H 2.06 -1.53 -0.27
H -0.23 -0.40 -3.00
H 1.17 -0.61 -2.06
H 0.51 0.92 -2.07
H -2.24 -2.35 -1.03
H -0.66 -2.91 -0.89
H -1.26 -2.33 -2.59
H -2.89 0.46 1.03
H -2.64 -1.15 0.85
H -3.92 -0.34 -0.07
H 1.07 2.14 3.48
H 1.90 3.53 3.37
H 2.95 2.34 0.14
H 3.52 3.37 1.33
H -1.86 0.52 -2.68
```

The maximum force is 5.1 eV/Å. As for the gap between HOMO and LUMO: 0.3500 Ha. The value obtained for the molar mass is 186.259 g mol⁻¹. The net charge is +2.

For reference, the natural (NBO) charges in units of e are: C 0.653; C -0.073; C -0.152; C 0.739; C -0.630; C -0.630; C -0.631; C -0.751; N -0.033; N -0.183; N -0.696; N -0.705; O -0.537; H 0.255; H 0.245; H 0.248; H 0.231; H 0.223; H 0.256; H 0.241; H 0.260; H 0.266; H 0.277; H 0.307; H 0.257; H 0.291; H 0.410; H 0.452; H 0.423; H 0.447; H 0.540

C18H48EuIO2P2Si4Te | ωB97M-V with the def2-TZVPD basis set

Geometry as XYZ:
```
77
C18H48EuIO2P2Si4Te | the OMol25 dataset | ωB97M-V with the def2-TZVPD basis set
C 0.00 0.11 -10.18
C 0.01 0.84 -8.85
H 0.00 0.84 -10.98
H -0.90 -0.51 -10.26
H 0.89 -0.52 -10.27
O 0.02 2.00 -8.63
I -0.01 -0.54 -7.09
Eu -0.01 -0.43 -2.75
P 2.58 0.02 -2.40
C 3.38 1.38 -1.50
C 3.07 -1.60 -1.68
H 4.17 -1.65 -1.84
H 4.16 -0.15 -4.13
H 2.53 -2.41 -2.21
H 2.51 -0.79 -4.71
H 3.05 1.34 -0.44
H 2.77 -1.63 -0.62
C 3.06 0.02 -4.17
H 4.47 1.15 -1.65
H 2.78 0.99 -4.61
H 3.05 2.33 -1.98
P -2.58 0.07 -2.40
C -3.36 1.44 -1.50
C -3.06 0.07 -4.16
H -2.58 -2.36 -2.20
H -4.20 -1.57 -1.83
H -2.80 -1.57 -0.61
C -3.10 -1.54 -1.68
H -2.53 -0.74 -4.71
H -4.16 -0.08 -4.12
H -4.45 1.24 -1.65
H -3.01 2.38 -1.98
H -2.77 1.04 -4.61
H -3.03 1.40 -0.44
C 0.02 1.91 -1.22
O 0.03 2.89 -0.63
C -3.43 -0.43 2.56
Si -1.92 -1.21 3.38
C -2.00 -0.92 5.24
C -1.98 -3.06 3.04
Si 0.00 -0.29 2.38
Te -0.01 -1.49 0.25
Si 0.00 2.01 2.76
C -0.01 2.41 4.59
C 1.57 2.77 2.06
C -1.55 2.78 2.04
Si 1.92 -1.21 3.37
C 2.01 -0.90 5.23
C 1.95 -3.07 3.06
C 3.43 -0.46 2.53
H -4.32 -0.96 2.94
H -3.41 -0.56 1.46
H -3.52 0.64 2.78
H -2.93 -1.39 5.59
H -1.15 -1.39 5.76
H -2.02 0.15 5.49
H -1.95 -3.27 1.96
H -1.14 -3.59 3.52
H -2.92 -3.43 3.46
H 0.88 2.02 5.11
H 0.00 3.51 4.66
H -0.91 2.03 5.09
H 1.73 2.54 1.00
H 1.44 3.86 2.14
H 2.46 2.47 2.63
H -1.69 2.56 0.98
H -2.45 2.49 2.60
H -1.41 3.87 2.13
H 1.17 -1.35 5.76
H 2.94 -1.38 5.58
H 2.06 0.17 5.47
H 1.91 -3.29 1.98
H 2.90 -3.45 3.47
H 1.11 -3.58 3.55
H 3.39 -0.61 1.44
H 3.53 0.61 2.73
H 4.31 -0.99 2.92
```

The multiplicity is 7. The maximum force is 2.7 eV/Å. As for the gap between HOMO and LUMO (alpha / beta): 0.1214 / 0.1997 Ha. The value obtained for the molar mass is 877.340 g mol⁻¹. As for the expectation value of S²: 12.0449. The net charge is +2.

For reference, the Mulliken charges in units of e are: C -0.881; C 0.469; H 0.315; H 0.324; H 0.324; O -0.346; I -0.136; Eu 0.655; P 0.613; C -0.774; C -1.006; H 0.462; H 0.386; H 0.407; H 0.312; H -0.002; H 0.095; C -1.120; H 0.461; H 0.397; H 0.387; P 0.614; C -0.771; C -1.123; H 0.406; H 0.463; H 0.098; C -1.008; H 0.317; H 0.386; H 0.462; H 0.385; H 0.396; H -0.001; C 0.144; O -0.155; C -0.687; Si 0.129; C -0.990; C -0.968; Si 0.030; Te -0.189; Si 0.553; C -1.069; C -0.696; C -0.690; Si 0.109; C -0.990; C -0.971; C -0.665; H 0.448; H -0.136; H 0.307; H 0.404; H 0.260; H 0.288; H 0.245; H 0.282; H 0.409; H 0.263; H 0.376; H 0.268; H -0.170; H 0.440; H 0.357; H -0.200; H 0.372; H 0.447; H 0.249; H 0.405; H 0.295; H 0.248; H 0.412; H 0.277; H -0.154; H 0.296; H 0.453

CH5BO | ωB97M-V with the def2-TZVPD basis set

Geometry as XYZ:
```
8
CH5BO | the OMol25 dataset | ωB97M-V with the def2-TZVPD basis set
B 1.28 -0.13 0.10
C -1.36 -0.14 0.09
O 0.03 0.32 -0.02
H 2.12 0.80 0.13
H 1.65 -1.29 0.19
H -1.37 -1.24 -0.11
H -2.13 0.42 -0.37
H -0.23 1.26 -0.01
```

The maximum force is 4.9 eV/Å. As for the gap between HOMO and LUMO: 0.2549 Ha. The value obtained for the molar mass is 43.862 g mol⁻¹. The net charge is 0.

For reference, the natural (NBO) charges in units of e are: B 0.533; C -0.660; O -0.628; H -0.094; H -0.062; H 0.161; H 0.174; H 0.575